Entry 1:
C10H22CrN3O5S2 | ωB97M-V/def2-TZVPD

Geometry as XYZ:
```
43
Properties=species:S:1:pos:R:3
Cr 0.6452 -0.4695 0.0751
S 0.0448 -2.3121 2.2039
S 0.7261 1.3662 1.5981
O 2.2822 0.3972 -0.7745
O -1.2471 -1.6237 2.0938
O -0.1264 0.7602 -1.3963
O 1.2425 -1.8023 -1.4478
O -1.2105 -1.4807 -0.8432
N -1.6144 1.0603 2.9554
N -0.5606 3.0868 3.0664
N 1.1387 -1.8399 1.3041
C 2.6768 -1.9216 -1.2843
C -0.6158 1.8388 2.6121
C 2.0726 1.6738 -1.4663
C 0.5109 -3.0474 -1.4204
C 0.5822 2.0055 -1.5541
C -2.6944 1.4674 3.8562
C -2.0797 -0.5340 -1.5053
C -0.9276 -2.6594 -1.6353
C -1.5601 0.8522 -1.2361
C 3.1937 -0.5209 -1.4719
H 0.6861 -3.5429 -0.4673
H -1.2343 3.4400 3.7271
H 4.1953 -0.4106 -1.0640
H 2.8930 -2.3283 -0.2977
H -3.3427 2.2086 3.3875
H -1.9767 1.5665 -1.9448
H -3.2841 0.5879 4.0933
H -2.2871 1.8627 4.7870
H 0.2808 2.6909 -0.7669
H -1.7738 1.1924 -0.2195
H -1.5870 -3.4755 -1.3414
H 2.5103 1.5748 -2.4544
H -1.1035 -2.4253 -2.6837
H 3.0931 -2.5764 -2.0487
H -1.6078 0.1112 2.5989
H 0.2447 3.6575 2.8672
H 0.8522 -3.6961 -2.2263
H 2.6046 2.4472 -0.9196
H -3.0992 -0.6342 -1.1337
H 3.1914 -0.2429 -2.5221
H -2.0726 -0.7355 -2.5748
H 0.3381 2.4311 -2.5257
```

Calculated values
E: -2775.00254 Ha
LUMO level (alpha / beta): -7.623 / -7.058 eV
spin multiplicity: 4
net charge: +2
ΔE to the lowest compared entry with this formula, charge and spin: 0.000 eV
highest occupied orbital energy (alpha / beta): -15.6 / -15.8 eV
frontier orbital gap (alpha / beta): 8.02 / 8.71 eV
strongest force on any atom: 1.6 eV/Å



Entry 2:
C10H22F6N3O6S2Ti | ωB97M-V/def2-TZVPD

Geometry as XYZ:
```
50
Properties=species:S:1:pos:R:3
Ti -0.3313 -0.0462 0.5952
S 1.7162 0.0846 3.2444
S 2.4696 2.0225 1.6747
F 2.6011 2.8013 -0.9090
F 0.5718 2.9706 -0.1083
F 2.5423 -2.4107 3.5387
F 1.5208 -2.0932 1.6871
F 2.1374 4.3520 0.5160
F 3.5065 -1.3358 1.9644
O 3.7715 1.5353 1.2937
O 2.8968 0.5397 3.9440
O 0.5770 -0.2359 4.0837
O 0.7156 0.2093 -4.3425
O 2.4463 3.0053 2.7299
O -2.6677 0.5661 0.5840
N 1.3047 0.9216 1.7877
N -1.4431 -1.5469 2.1102
N 0.4302 0.3214 -1.5905
C 2.3695 -1.5624 2.5635
C 0.8656 -1.9186 -2.2958
C 0.9654 0.9411 -5.5193
C -3.6693 -2.5589 2.4431
C -2.8140 -1.6579 1.5660
C 1.4769 -0.5336 -2.1783
C -3.0138 1.9400 0.5493
C -3.3937 -0.2366 1.4974
C 1.8807 3.0831 0.1960
C 1.8613 0.0548 -3.5417
H -3.0176 2.3282 1.5716
H 1.5943 -2.6261 -2.7110
H -4.4051 -0.2900 1.0779
H -0.0222 -1.9460 -2.9244
H 0.7193 1.2952 -1.5133
H -4.0011 2.1154 0.1083
H 2.6781 -0.4557 -4.0612
H -2.6547 -2.0971 0.5776
H -3.4584 0.1260 2.5294
H 2.2325 1.0673 -3.3089
H 2.3554 -0.5830 -1.5365
H 1.1447 1.9879 -5.2452
H -0.3339 0.4511 -2.2541
H 0.1045 0.8478 -6.1742
H -3.8256 -2.3399 3.5034
H -3.4207 -3.6129 2.3206
H -2.2686 2.4360 -0.0681
H -1.5443 -1.1994 3.0645
H 1.8573 0.6250 -6.0706
H 0.6841 -2.3783 -1.3202
H -4.7345 -2.5192 2.1609
H -0.9781 -2.4440 2.1898
```

Calculated values
E: -3254.84615 Ha
LUMO level (alpha / beta): 0.117 / -0.074 eV
spin multiplicity: 4
net charge: 0
ΔE to the lowest compared entry with this formula, charge and spin: 0.071 eV
highest occupied orbital energy (alpha / beta): -5.0 / -9.9 eV
frontier orbital gap (alpha / beta): 5.12 / 9.78 eV
strongest force on any atom: 2.8 eV/Å



Entry 3:
C10H22IN4NbO10PS | ωB97M-V/def2-TZVPD

Geometry as XYZ:
```
50
Properties=species:S:1:pos:R:3
I 0.1638 1.8651 -3.3708
Nb 1.2164 0.4378 -1.1487
S -3.2844 -1.2036 -0.1048
P 2.3221 -0.7845 0.8623
O 1.3405 -1.5000 1.7381
O 3.0869 0.4091 1.7793
O -4.7183 1.2153 -0.6377
O 1.3539 2.1703 0.0093
O 3.4873 -1.8956 0.3938
O 5.8261 1.1045 1.9136
O 0.2724 -3.0243 -0.7383
O -6.6156 -4.5545 -2.3000
O -4.6791 -3.6038 -2.1286
O 6.8855 -0.1681 3.3043
N -5.0326 0.2562 1.3800
N 6.2710 0.8378 3.0118
N -5.6717 -4.1180 -1.6630
N -5.8265 1.3665 1.3248
C 2.0702 3.2270 -0.6485
C -1.8856 -0.5908 -1.2015
C -4.3997 0.1674 0.2123
C -0.8453 0.1275 -0.2649
C 1.0763 -2.7837 -1.6054
C -5.6303 1.9000 0.1265
C 1.0689 4.4423 -0.7658
C 6.0357 1.8365 4.0866
C -5.7510 -4.2278 -0.1816
C 1.1670 -1.4537 -2.3921
H -2.3701 0.1071 -1.9320
H -6.6309 -3.6762 0.1411
H 1.8371 -3.5842 -1.8721
H 0.2505 -1.4158 -3.0516
H -1.2679 1.1500 -0.0365
H 2.9218 0.7562 -1.7357
H -5.8354 -5.2839 0.0642
H 6.4830 1.4709 5.0060
H 0.1212 4.1422 -1.2741
H 6.4999 2.7692 3.7744
H -0.8486 -0.4237 0.7108
H -6.1884 2.8102 -0.1574
H -1.5135 -1.5071 -1.7069
H 2.0346 -1.4243 -3.1080
H 4.9591 1.9491 4.1971
H 0.7803 4.8057 0.2578
H 2.5075 2.9295 -1.6289
H 1.5634 5.2957 -1.3015
H 3.3969 -2.6287 1.0324
H 2.8949 3.5461 0.0455
H -4.8491 -3.8011 0.2481
H 3.9498 0.5583 1.3360
```

Calculated values
E: -2459.70178 Ha
LUMO level: 1.297 eV
net charge: -1
highest occupied orbital energy: -5.2 eV
frontier orbital gap: 6.54 eV
strongest force on any atom: 3.6 eV/Å



Entry 4:
C10H22N2O5ReSSi | ωB97M-V/def2-TZVPD

Geometry as XYZ:
```
42
Properties=species:S:1:pos:R:3
Re 0.0061 -0.2602 -0.5673
S -0.5470 1.5709 0.9308
Si 0.0780 1.2203 -2.4704
O 1.7009 -4.0062 -2.1349
O 2.4575 -0.7782 -0.9236
O 0.3498 -2.3477 -1.4947
O 2.2877 -2.1814 2.2982
O 0.7257 -1.1053 1.0948
N -1.4709 1.7279 3.3951
N -1.9710 -0.2454 2.3453
C 0.7276 0.6590 -4.1358
C -2.8193 -0.7608 3.4137
C -2.0323 -0.7802 -1.0489
C -1.3870 0.9366 2.3452
C -0.2272 3.0594 -2.5288
C 1.4601 -2.7878 -1.7778
C -0.8994 3.0696 3.5067
C 2.6784 -1.8974 -1.7637
C 1.9478 -1.4898 1.3835
C 2.9966 -0.9072 0.4098
H -3.5595 -0.0183 3.7133
H -1.0892 3.3665 -1.9338
H 3.8807 -1.5392 0.4350
H 3.2528 0.0981 0.7453
H -0.3874 3.3856 -3.5573
H -1.3521 3.5715 4.3560
H -1.1002 3.6477 2.6084
H 0.6469 3.5946 -2.1423
H 0.2001 1.1819 -4.9371
H -2.2178 -1.7150 -0.5073
H -1.7850 -0.8555 1.5723
H 0.1779 3.0231 3.6655
H 1.7883 0.9149 -4.2330
H -2.7568 -0.0194 -0.7617
H 3.5570 -2.4669 -1.4621
H 0.9207 -4.5846 -2.1656
H -1.9442 1.3674 4.2113
H -2.2358 -1.0703 4.2830
H -3.3454 -1.6331 3.0375
H -2.1687 -1.0031 -2.1106
H 0.6169 -0.4118 -4.3139
H 2.8388 -1.5302 -2.7799
```

Calculated values
E: -1645.32143 Ha
LUMO level (alpha / beta): -8.763 / -8.593 eV
spin multiplicity: 2
net charge: +2
ΔE to the lowest compared entry with this formula, charge and spin: 1.547 eV
highest occupied orbital energy (alpha / beta): -15.4 / -15.6 eV
frontier orbital gap (alpha / beta): 6.64 / 6.96 eV
strongest force on any atom: 2.3 eV/Å



Entry 5:
C10H22N2Si | ωB97M-V/def2-TZVPD

Geometry as XYZ:
```
35
Properties=species:S:1:pos:R:3
Si -0.9482 -1.6750 -0.5714
N -2.1631 -2.7605 -0.0198
N -1.4217 -1.3373 -2.2440
C 0.8808 -2.0299 -0.6435
C 2.9617 -3.4008 -0.6893
C -0.9798 2.0537 0.7697
C -0.9273 0.8784 1.3161
C -1.1367 2.2943 -0.6582
C -1.1017 3.2489 1.7103
C 1.4822 -3.1723 -0.3282
C 0.2260 3.8512 2.1842
C 0.7339 -4.4477 -0.0664
C -0.0168 3.1362 -1.3515
H -1.6167 3.0751 2.5709
H -0.2483 3.5791 -2.3631
H -0.8186 0.6459 2.2909
H 0.7006 -4.5677 1.1081
H 0.9022 2.5515 -1.4019
H -0.7242 -1.1209 -2.8919
H 3.2941 -3.0262 -1.7478
H 3.4688 -2.8408 0.0851
H 3.2539 -4.5508 -0.6604
H -1.8679 -3.3662 0.7403
H -1.7656 4.0940 1.0902
H 0.2331 4.1927 3.1549
H 1.5809 -1.3424 -0.9248
H 0.9338 3.0876 2.2197
H -2.2504 -1.7352 -2.7087
H 0.6122 4.6534 1.6111
H -1.2087 1.3136 -1.3456
H 0.3101 3.8967 -0.5352
H -2.0782 2.7094 -0.6983
H -3.0341 -2.2479 0.1856
H -0.2553 -4.4929 -0.3084
H 1.2071 -5.3663 -0.6512
```

Calculated values
E: -793.04235 Ha
LUMO level (alpha / beta): 0.516 / 0.529 eV
net charge: 0
ΔE to the lowest compared entry with this formula, charge and spin: 4.869 eV
highest occupied orbital energy (alpha / beta): -6.8 / -6.7 eV
frontier orbital gap (alpha / beta): 7.31 / 7.25 eV
strongest force on any atom: 5.2 eV/Å



Entry 6:
C10H23BO3PZn | ωB97M-V/def2-TZVPD

Geometry as XYZ:
```
39
Properties=species:S:1:pos:R:3
Zn -1.3769 2.3664 0.5667
P -3.4464 -0.0856 -0.8343
O 0.0935 -1.6123 0.6552
O -0.9722 0.3367 0.8234
O -2.5156 -1.3433 1.3633
C 3.4768 1.2209 0.0753
C -0.7649 -0.8105 -0.0525
C 2.1827 -0.8208 -0.5280
C -3.8794 1.1736 0.4109
C 2.2769 0.0523 1.9405
C 1.9418 -0.4139 -2.0452
C -2.6195 0.8363 -2.2241
C -2.2955 -1.2884 -0.0239
C 1.2484 -1.9955 -0.0988
C 2.1803 0.4010 0.4242
B -1.6493 -0.3183 1.9838
H -0.9722 -0.6621 2.9090
H 1.0008 -2.6324 -0.9728
H -4.0962 0.6755 1.3724
H -2.8396 1.7356 0.5902
H 3.5262 2.1766 0.6216
H -2.4883 -2.2962 -0.4305
H 2.8293 -0.5784 -2.6679
H -0.5275 -0.5906 -1.1044
H -3.0293 1.8590 -2.3165
H 1.8452 -0.9205 2.2151
H 3.3253 0.0945 2.2789
H 1.1273 -1.0624 -2.4184
H 3.2136 -1.2282 -0.5087
H 3.5484 1.4220 -1.0081
H 4.3653 0.6403 0.3899
H -2.7145 0.3312 -3.1964
H 1.6062 0.6386 -2.0506
H 1.8362 -2.6532 0.5659
H 1.3471 1.1046 0.2299
H -1.5361 0.9510 -2.0022
H 1.7431 0.8427 2.5020
H -4.6650 1.8773 0.1041
H -2.3259 0.5767 2.4610
```

Calculated values
E: -2765.65835 Ha
LUMO level: -7.363 eV
net charge: +1
highest occupied orbital energy: -11.9 eV
frontier orbital gap: 4.52 eV
strongest force on any atom: 2.7 eV/Å



Look up the strongest force on any atom of the second one.
2.8 eV/Å



What is the net charge in the first record?
+2



Number 5 is which compound?
C10H22N2Si



What is the formula in the first record?
C10H22CrN3O5S2